Entry 1:
Computed, not measured: a 2-piece molecular cluster, H4SSi overall, with wB97M-V/def2-TZVPD.

Calculated values
- relative energy (zero: lowest compared OMol25 entry of this formula, charge and spin) (kcal/mol) = 50.8
- HOMO-LUMO gap (alpha / beta) (eV) = 8.6 / 8.6

```
6
Properties=species:S:1:pos:R:3:forces:R:3:lowdin_charge:R:1
Si -0.34954 0.42104 0.04023 -0.2 0.1 -1.0 0.13
S 1.68805 -0.08524 0.10252 -0.2 -3.7 -2.2 0.16
H -1.15754 -0.38653 -0.89536 0.1 0.3 -0.3 -0.10
H -0.61774 -0.06870 1.29119 -1.3 -0.6 2.3 -0.16
H -0.62851 1.85520 0.01707 0.1 0.3 -0.3 -0.11
H 1.06529 -1.73577 -0.55565 1.5 3.6 1.5 0.08
```
Forces are in eV/Å.

---

Entry 2:
Computed, not measured: C42H28N12SSn as an isolated structure, with wB97M-V/def2-TZVPD.

Calculated values
- total charge = -2
- HOMO-LUMO gap (eV) = 4.4

```
84
Properties=species:S:1:pos:R:3:forces:R:3:lowdin_charge:R:1
Sn 0.92428 1.01772 0.03330 0.1 0.1 0.1 1.18
C -0.45813 5.32788 4.98909 0.0 0.0 -0.1 -0.11
C -0.96533 6.14733 3.96917 0.0 -0.1 0.1 -0.11
C -1.11400 5.67430 2.67550 -0.1 0.0 0.0 -0.03
C -0.73631 4.36239 2.40654 0.1 0.0 0.1 -0.11
C -0.72052 3.56362 1.18981 -0.2 0.0 -0.2 -0.32
N -0.18445 2.31101 1.50219 0.0 0.0 0.1 -0.01
C 0.07194 2.23949 2.81597 -0.1 -0.2 -0.1 -0.31
N 0.47272 1.19065 3.53285 0.1 0.2 0.0 0.16
C 0.47237 -0.02821 2.95235 0.2 -0.1 0.0 -0.32
C 0.58922 -1.27065 3.76047 0.0 0.2 0.1 -0.10
C 0.88632 -1.45317 5.09759 0.1 0.0 0.0 -0.03
C 1.09232 -2.75478 5.54742 0.0 0.0 0.0 -0.11
C 1.01291 -3.82788 4.66058 0.0 0.1 0.0 -0.11
C 0.68597 -3.62614 3.32177 0.0 -0.1 0.0 -0.05
C 0.44189 -2.33749 2.89183 0.1 -0.1 -0.2 -0.12
C -0.01329 -1.80739 1.53729 -0.2 0.0 0.2 -0.46
N 0.67379 -2.50405 0.44479 -0.1 0.1 0.1 0.19
C 0.57149 -1.99447 -0.71961 0.0 0.1 -0.1 -0.34
N 0.16291 -0.71198 -1.07934 0.0 -0.2 0.1 -0.03
C -0.05745 -0.65113 -2.42203 0.0 0.0 0.0 -0.34
N -0.57596 0.31579 -3.10444 0.0 0.0 0.0 0.18
C -0.98020 1.47775 -2.48919 0.0 0.2 -0.1 -0.29
N -0.64867 1.93701 -1.26755 -0.2 0.0 0.2 0.01
C -1.25844 3.16538 -1.05203 0.1 0.0 -0.3 -0.30
N -1.20582 3.94168 0.05076 0.1 -0.1 0.2 0.18
C -1.99771 3.50256 -2.21844 0.1 0.0 0.3 -0.13
C -2.81983 4.59314 -2.55162 -0.1 0.0 -0.1 -0.05
C -3.43432 4.59751 -3.78241 0.1 0.0 0.1 -0.13
C -3.26086 3.52712 -4.69624 0.0 -0.1 0.0 -0.13
C -2.46900 2.44806 -4.37419 -0.1 0.1 0.0 -0.04
C -1.83116 2.43530 -3.12654 0.1 -0.2 -0.1 -0.13
C 0.36098 -1.94269 -3.02364 0.0 0.1 0.1 -0.10
C 0.39406 -2.37957 -4.33404 -0.1 0.0 -0.1 -0.03
C 0.86634 -3.66473 -4.58318 0.0 0.0 0.1 -0.11
C 1.28325 -4.48937 -3.53608 0.0 0.1 0.0 -0.12
C 1.23679 -4.04320 -2.21776 0.0 -0.1 0.0 -0.03
C 0.78192 -2.75988 -1.98261 0.1 0.1 0.1 -0.09
N 0.38931 -0.34302 1.69037 -0.4 -0.1 -0.1 0.01
C -0.23687 3.54596 3.42512 0.1 0.1 0.1 -0.10
C -0.09590 4.01548 4.72226 0.0 -0.1 0.0 -0.03
H -0.35331 5.72662 5.99116 0.0 0.0 0.0 0.08
H -1.24226 7.16956 4.20150 0.0 0.0 0.0 0.09
H -1.51034 6.29990 1.88507 0.0 0.0 0.0 0.10
H 0.98264 -0.59840 5.75631 0.0 0.0 0.0 0.10
H 1.33350 -2.93635 6.58850 0.0 0.0 0.0 0.08
H 1.19779 -4.83305 5.02278 0.0 0.0 0.0 0.09
H 0.60159 -4.45510 2.62925 0.0 0.0 0.0 0.11
H -2.95845 5.40357 -1.84572 0.0 0.0 0.0 0.10
H -4.06956 5.43099 -4.06210 0.0 0.0 0.0 0.08
H -3.76708 3.56019 -5.65467 0.0 0.0 0.0 0.08
H -2.33908 1.61664 -5.05691 0.0 0.0 0.0 0.10
H 0.05799 -1.73014 -5.13345 0.0 0.0 0.0 0.11
H 0.91056 -4.03523 -5.60077 0.0 0.0 0.0 0.09
H 1.64802 -5.48640 -3.75533 0.0 0.0 0.0 0.09
H 1.54335 -4.67274 -1.39099 0.0 0.0 0.0 0.11
H 0.28701 3.36178 5.49718 0.0 0.0 0.0 0.10
C 4.72324 -2.90643 -3.89638 0.0 0.1 0.0 -0.11
C 4.27175 -1.64529 -4.63246 0.0 0.0 0.1 -0.24
C 4.05657 -0.47330 -3.72601 0.0 0.0 0.1 -0.62
N 3.04126 0.31202 -3.77564 0.0 0.1 0.2 0.03
N 3.05448 1.30351 -2.81607 0.0 -0.2 -0.5 0.01
C 4.10850 1.25261 -2.07344 -0.1 0.0 0.1 -0.78
N 4.36604 2.15825 -1.07075 0.1 0.1 -0.1 0.05
S 5.19729 -0.03726 -2.47154 0.0 -0.1 0.0 1.04
H 4.91769 -3.71453 -4.60316 0.0 0.0 0.0 0.07
H 3.95234 -3.23746 -3.20142 0.0 0.0 0.0 0.07
H 5.63966 -2.72657 -3.32936 0.0 0.0 0.0 0.05
H 3.31815 -1.81523 -5.13267 0.0 0.0 0.0 0.10
H 5.00935 -1.37680 -5.39422 0.0 0.0 0.0 0.10
H 3.51312 2.65132 -0.83061 -0.1 -0.1 0.1 0.04
H 4.78746 1.75282 -0.24903 -0.1 0.0 0.0 0.07
N -1.40839 -1.81141 1.23328 0.2 -0.1 0.0 0.10
C -2.45196 -2.16480 1.99644 0.1 0.0 0.0 -0.30
C -2.52465 -2.82260 3.27081 0.0 0.1 -0.1 -0.05
C -3.73724 -3.15690 3.85986 0.0 0.0 -0.1 -0.16
C -4.96094 -2.86713 3.26861 0.1 0.0 0.0 -0.18
C -4.92769 -2.20603 2.03350 0.1 0.0 0.0 -0.16
C -3.73969 -1.86714 1.42839 0.0 -0.1 0.0 -0.07
H -1.62413 -3.07898 3.79905 0.0 0.0 0.1 0.06
H -3.72079 -3.66437 4.82165 0.0 0.0 0.0 0.08
H -5.89738 -3.12987 3.74686 0.0 0.0 0.0 0.06
H -5.86141 -1.94647 1.54174 0.0 0.0 0.0 0.08
H -3.73154 -1.35113 0.47474 0.0 0.0 0.0 0.09
```
Forces are in eV/Å.

---

Entry 3:
Computed, not measured: C3H6BrI as an isolated structure, with wB97M-V/def2-TZVPD.

Calculated values
- relative energy (zero: lowest compared OMol25 entry of this formula, charge and spin) (kcal/mol) = 23.3
- HOMO-LUMO gap (eV) = 9.3

```
11
Properties=species:S:1:pos:R:3:forces:R:3:lowdin_charge:R:1
C 1.08247 -0.68716 -0.43458 -1.6 1.1 -4.8 -0.21
C -0.53727 0.95815 0.71734 -1.3 -1.1 3.9 -0.29
C -0.38114 -0.22758 -0.18360 0.2 -0.9 -0.4 -1.22
Br -1.49899 -1.68394 0.58395 0.5 0.3 -0.4 0.58
I -1.26546 0.32527 -2.21044 0.4 -0.3 1.1 0.68
H 1.16517 -1.70476 -0.86798 -0.5 0.7 0.0 0.08
H 1.54155 0.06385 -1.25176 -0.8 -1.6 2.1 0.11
H 1.63259 -0.72424 0.41220 1.7 0.3 2.9 0.02
H -1.63211 1.14989 0.92990 1.3 0.6 -1.1 0.08
H 0.13385 1.71163 0.42499 0.1 1.6 -0.7 0.05
H -0.24067 0.81889 1.87997 -0.1 -0.6 -2.6 0.13
```
Forces are in eV/Å.

---

Entry 4:
Computed, not measured: an isolated ion of composition HN6O and charge -1, with wB97M-V/def2-TZVPD.

Calculated values
- relative energy (zero: lowest compared OMol25 entry of this formula, charge and spin) (kcal/mol) = 54.5
- total charge = -1
- structure (SMILES) = [N-]=N/N=N\[N+]([NH-])=O
- HOMO-LUMO gap (eV) = 8.3

```
8
Properties=species:S:1:pos:R:3:forces:R:3:lowdin_charge:R:1
N 2.07854 -1.73484 -0.04624 -1.0 0.0 -0.7 0.07
N 1.47708 -0.75868 -0.11038 1.7 -2.8 0.6 -0.30
N 1.35080 0.41605 0.08880 0.9 2.8 0.4 -0.06
N 0.32011 1.25744 -0.06945 1.2 2.9 -0.6 -0.05
N -0.83478 0.74436 -0.04677 -0.3 -1.7 0.5 -0.56
N -0.81180 -0.53933 0.01599 -1.4 -1.6 0.2 0.03
O -1.84290 1.49244 -0.05825 -0.6 0.2 -0.1 -0.15
H -1.73705 -0.87744 0.22631 -0.5 0.2 -0.2 0.02
```
Forces are in eV/Å.

---

Entry 5:
Computed, not measured: an isolated ion of composition C7H6F7N5P and charge +1, with wB97M-V/def2-TZVPD.

Calculated values
- total charge = +1
- structure (SMILES) = C#Cc1n([PH2]=N)nc(N)[n+]1C(F)(F)C(F)(F)C(F)(F)F
- HOMO-LUMO gap (eV) = 8.1

```
26
Properties=species:S:1:pos:R:3:forces:R:3:lowdin_charge:R:1
C -2.61523 -0.02384 -1.65211 0.9 -0.1 0.7 0.18
C -1.83296 0.44618 -0.83064 2.0 -0.3 -0.6 -0.02
C -0.48865 0.88888 -0.22284 -3.3 -0.1 -1.6 -0.12
N 0.06450 2.12510 -0.48798 0.3 -3.8 2.2 -0.19
P -0.50768 3.50438 -1.46280 -3.2 1.9 -1.8 0.78
N -1.93548 3.30316 -2.09708 1.1 0.5 0.8 -0.28
N 1.25773 2.23320 0.19871 0.1 -3.5 1.6 0.11
C 1.41675 1.04002 0.88500 0.9 2.1 -0.9 -0.22
N 2.56737 0.87501 1.71087 -1.1 0.0 -2.2 0.15
N 0.32093 0.11473 0.63939 1.6 3.9 -1.0 0.18
C 0.14103 -1.22775 1.20185 -1.2 -0.9 2.4 -0.28
F -1.00626 -1.16851 2.01383 2.0 -0.3 -2.0 0.13
F 1.18179 -1.57963 2.08007 -1.6 1.3 -2.2 0.13
C 0.05461 -2.40250 0.13305 -0.1 -1.5 -1.7 -0.22
F 1.05145 -2.25912 -0.85616 -1.8 0.3 2.1 0.11
F -1.16703 -2.47633 -0.52939 2.1 0.8 1.5 0.11
C 0.27719 -3.86265 0.79782 -0.9 -2.4 -0.3 -0.37
F 1.59985 -4.24844 0.80806 -2.6 1.2 0.5 0.15
F -0.33408 -3.96831 2.04303 1.7 0.5 -2.3 0.14
F -0.40101 -4.77795 -0.02293 1.5 1.9 1.5 0.12
H -3.26462 -0.57232 -2.39497 0.9 1.2 1.4 0.11
H -0.52425 4.67876 -0.62737 0.9 -1.0 0.0 0.04
H 0.43501 3.70870 -2.51109 0.4 -0.7 1.1 0.03
H -2.57138 4.04161 -1.75318 0.2 -0.8 -0.1 0.00
H 3.22165 1.61832 1.40279 -0.6 -0.4 0.6 0.13
H 3.05877 -0.01071 1.53406 -0.5 0.2 0.4 0.11
```
Forces are in eV/Å.

---

Max |F|
In order: 4.3; 0.5; 5.2; 3.3; 4.4
Unit: eV/A